Formula: C41H48BrN3O2Ti
Source: the Open Molecules 2025 dataset
Level of theory: ωB97M-V/def2-TZVPD

Results
- Energy above the lowest of the compared OMol25 structures with the same formula, charge and spin: 143.3 kJ/mol
- Total energy: -5329.481080 Eh
- Molecular weight: 742.62 g/mol
- Kohn-Sham gap (spin up / spin down): 5.543 / 5.546 eV
- Total charge: 0

CARTESIAN COORDINATES (ANGSTROEM)
Ti -1.353 -0.548 -0.032
C -2.426 3.712 -0.847
C -3.239 3.995 0.253
C -3.561 2.981 1.118
C -3.085 1.689 0.882
N -2.268 1.415 -0.179
C -1.964 2.431 -1.005
C -3.451 0.518 1.636
C -4.372 0.329 2.636
C -4.785 -0.985 2.930
C -4.457 -2.036 2.081
C -3.566 -1.783 1.042
N -2.876 -0.589 1.071
C -3.455 -2.383 -0.253
C -4.111 -3.559 -0.665
C -4.239 -3.834 -1.997
C -3.714 -2.931 -2.939
C -3.010 -1.850 -2.486
N -2.823 -1.566 -1.182
H -2.155 4.484 -1.555
H -3.601 5.002 0.416
H -4.184 3.154 1.987
H -1.306 2.189 -1.831
H -4.795 1.173 3.166
H -5.473 -1.160 3.748
H -4.929 -3.006 2.189
H -4.534 -4.215 0.086
H -4.750 -4.730 -2.326
H -3.851 -3.092 -3.999
H -2.565 -1.153 -3.183
C 3.337 5.995 -0.546
C 3.295 5.162 0.744
C 4.723 4.744 1.130
C 2.718 6.042 1.855
C 2.463 3.895 0.539
C 1.572 3.434 1.487
C 0.877 2.256 1.274
Br -0.234 1.695 2.712
C 0.994 1.465 0.117
O 0.220 0.380 -0.090
C 1.969 1.909 -0.825
C 2.647 3.095 -0.585
C 2.305 1.113 -2.091
C 2.834 -0.270 -1.683
C 3.414 1.779 -2.909
C 1.063 1.044 -2.995
H 3.864 6.935 -0.365
H 2.325 6.225 -0.884
H 3.859 5.477 -1.352
H 5.356 5.625 1.283
H 5.172 4.129 0.347
H 4.711 4.162 2.054
H 3.286 6.974 1.914
H 2.780 5.556 2.832
H 1.673 6.292 1.653
H 1.396 3.972 2.409
H 3.383 3.410 -1.312
H 3.728 -0.145 -1.066
H 3.113 -0.852 -2.565
H 2.112 -0.835 -1.110
H 4.330 1.895 -2.326
H 3.109 2.757 -3.293
H 3.646 1.143 -3.767
H 0.243 0.523 -2.511
H 1.293 0.530 -3.933
H 0.736 2.060 -3.240
C 0.279 -2.478 -2.850
C 0.498 -3.736 -2.007
C -0.800 -4.543 -1.856
C 1.108 -3.576 -0.612
C 2.285 -4.285 -0.399
C 2.810 -4.480 0.862
C 2.073 -4.046 1.946
C 0.892 -3.325 1.802
C 0.088 -3.134 3.085
C -1.247 -3.885 2.974
C -0.112 -1.687 3.517
C 0.458 -2.968 0.496
O -0.616 -2.149 0.297
H -0.430 -2.691 -3.652
H 1.208 -2.149 -3.305
H -0.109 -1.668 -2.255
H 1.204 -4.354 -2.565
H -1.539 -3.964 -1.301
H -0.610 -5.469 -1.308
H -1.222 -4.801 -2.832
H 2.783 -4.723 -1.258
H 3.740 -5.018 1.002
H 2.405 -4.290 2.950
H 0.669 -3.619 3.872
H -1.846 -3.474 2.162
H -1.821 -3.797 3.901
H -1.072 -4.944 2.770
H -0.693 -1.154 2.790
H 0.848 -1.184 3.638
H -0.647 -1.638 4.471